(1)
{
  "formula": "C4H9NO2",
  "method": "ωB97M-V/def2-TZVPD",
  "total_energy_ev": -9875.582,
  "homo_ev": -8.4090,
  "relative_energy_kj_mol": 432.2,
  "elements": ["O", "O", "N", "C", "C", "C", "C", "H", "H", "H", "H", "H", "H", "H", "H", "H"],
  "positions_angstrom": [[-0.629259, 0.024999, -1.234648], [2.352824, -1.716121, -1.511188], [1.403053, -0.823531, -0.944959], [0.386293, -0.587109, -1.709642], [-0.227926, 0.222308, 0.627583], [-1.438025, -0.509304, 1.114332], [-0.239243, 1.718177, 0.671991], [-1.364717, -1.570080, 0.879831], [-0.158185, 2.032558, 1.718860], [0.622233, 2.118371, 0.139715], [-1.148795, 2.117821, 0.231311], [0.685954, -0.191384, 1.036565], [-1.473355, -0.418300, 2.206282], [-2.346131, -0.109053, 0.671926], [3.192314, -1.422647, -1.135485], [0.382964, -0.886705, -2.762473]],
  "forces_ev_per_angstrom": [[0.1, 0.7, 2.9], [0.0, 0.3, -0.5], [-0.1, -0.4, -0.4], [2.2, -1.0, -0.2], [-1.7, 0.6, -1.0], [0.1, 0.0, 0.0], [0.0, -0.2, -0.1], [0.0, 0.0, 0.0], [-0.1, 0.0, 0.0], [0.0, 0.0, 0.0], [0.0, 0.1, 0.1], [0.0, -0.2, -0.9], [-0.1, 0.1, 0.0], [-0.1, 0.0, 0.1], [-0.2, 0.0, 0.0], [-0.1, -0.1, 0.1]],
  "mulliken_charge": [-0.51, -0.47, -0.22, -0.14, 0.67, -1.18, -1.19, 0.33, 0.37, 0.34, 0.28, 0.29, 0.38, 0.29, 0.33, 0.43]
}

(2)
{
  "formula": "C6H10O",
  "method": "ωB97M-V/def2-TZVPD",
  "total_energy_ev": -8428.898,
  "homo_ev": -9.0980,
  "relative_energy_kj_mol": 226.0,
  "smiles": "CC1(O)CC=CC1",
  "elements": ["O", "C", "C", "C", "C", "C", "C", "H", "H", "H", "H", "H", "H", "H", "H", "H", "H"],
  "positions_angstrom": [[-1.091008, 0.588974, -0.821908], [-0.034535, -1.956623, -0.402854], [0.741338, -0.792987, -1.043691], [0.189508, 0.470023, -0.181768], [0.040349, -0.257635, 1.201717], [-0.410444, -1.662720, 0.836972], [0.237203, 2.161928, -0.153720], [-0.671681, 0.298316, 1.814825], [0.464474, -0.659117, -2.090463], [0.610263, 2.487717, 0.807233], [-0.232627, -2.914976, -0.896534], [0.969590, -0.336306, 1.796063], [-0.949286, -2.326185, 1.516787], [0.809880, 2.547323, -0.993908], [-0.756486, 2.705399, -0.264443], [1.810239, -1.055712, -1.006384], [-1.726778, 0.702582, -0.117925]],
  "forces_ev_per_angstrom": [[-1.7, -2.1, -0.6], [0.1, 0.4, 0.2], [0.1, 0.6, -0.1], [-1.6, 0.8, -0.2], [-0.3, 0.4, 0.0], [0.2, 0.2, -0.2], [1.4, -0.8, 0.4], [-0.1, -0.1, 0.2], [0.1, 0.1, 0.1], [0.8, 0.3, 0.1], [0.2, 0.5, 0.1], [-0.1, 0.4, -0.4], [0.2, 0.3, -0.2], [0.4, 0.0, 0.2], [0.9, -1.6, 0.2], [-0.1, 0.5, 0.2], [-0.5, 0.1, 0.1]],
  "mulliken_charge": [-0.55, -0.28, -0.79, 0.52, -0.87, -0.42, -1.08, 0.38, 0.39, 0.35, 0.41, 0.31, 0.42, 0.33, 0.26, 0.31, 0.32]
}

(3)
{
  "formula": "C30H30N3O",
  "method": "ωB97M-V/def2-TZVPD",
  "total_charge": 1,
  "total_energy_ev": -38106.959,
  "homo_ev": -10.0947,
  "relative_energy_kj_mol": 157.2,
  "elements": ["O", "N", "N", "N", "C", "C", "C", "C", "C", "C", "C", "C", "C", "C", "C", "C", "C", "C", "C", "C", "C", "C", "C", "C", "C", "C", "C", "C", "C", "C", "C", "C", "C", "C", "H", "H", "H", "H", "H", "H", "H", "H", "H", "H", "H", "H", "H", "H", "H", "H", "H", "H", "H", "H", "H", "H", "H", "H", "H", "H", "H", "H", "H", "H"],
  "positions_angstrom": [[2.106185, 0.694401, 3.793161], [3.776967, 0.305032, -3.428849], [-1.163729, 2.844069, 2.352659], [3.469899, 1.484484, 2.083490], [2.225959, 1.313693, 2.749278], [2.573921, -2.306070, -5.812407], [0.946889, 1.992457, 0.582576], [2.125962, -1.227902, -3.186385], [1.415162, -2.350436, -3.641321], [0.107789, -1.055502, -0.767037], [-1.332540, 2.905401, 0.999749], [3.083726, -0.688726, -4.109634], [-1.906024, -1.578485, -2.060524], [-2.926432, 1.763602, 3.628781], [1.407988, -0.264670, -0.682849], [-2.283146, -2.557984, -1.148263], [-2.910286, -0.231271, 4.969665], [-3.818061, -0.833457, 4.090390], [-2.313713, 3.069277, 3.254282], [-0.713348, -0.879843, -1.889298], [-3.874504, 1.200180, 2.774154], [-3.459626, -3.441828, -1.447866], [-0.398849, -1.904748, 0.246669], [3.319243, -1.191614, -5.397607], [-1.580603, -2.640425, 0.062562], [1.627823, -2.878715, -4.938106], [-2.462908, 1.068522, 4.744833], [-4.299690, -0.107584, 2.995618], [-0.337136, 2.501188, 0.153567], [3.361889, 0.391968, -2.141015], [1.018697, 1.897660, 2.037771], [2.241829, -0.426528, -1.940121], [4.006249, 1.293401, -1.169855], [0.002949, 2.316265, 2.863426], [-1.904343, 3.552275, 4.142712], [-3.275519, -4.031078, -2.357783], [-1.719889, 1.538429, 5.400716], [0.145039, -2.009393, 1.188800], [3.453125, 1.227886, -0.227996], [2.014279, -0.691118, 0.145284], [3.589095, 2.461545, 1.799615], [4.059859, -0.721918, -6.056794], [-2.294522, 3.384429, 0.682409], [-2.505558, -1.405399, -2.955246], [-3.632081, -4.130244, -0.616522], [-4.386811, -2.869671, -1.600495], [-0.030939, 2.183952, 3.973253], [-2.536677, -0.782549, 5.828840], [-0.519150, 2.599610, -0.913345], [-4.163713, -1.855088, 4.270303], [4.538949, 0.870004, -3.798442], [2.734464, -2.753092, -6.802739], [5.048414, 1.007712, -0.989988], [-0.388596, -0.172143, -2.642129], [-1.957894, -3.324285, 0.829839], [-3.023834, 3.696261, 2.703925], [1.765804, 2.667678, 0.258267], [4.035435, 2.338976, -1.500692], [-4.212058, 1.782674, 1.911550], [1.051909, -3.750564, -5.284754], [4.247911, 1.269638, 2.734078], [1.134153, 0.822911, -0.080821], [-5.005914, -0.559011, 2.303562], [0.700558, -2.824256, -2.966884]],
  "forces_ev_per_angstrom": [[0.1, 0.6, -1.1], [0.7, 0.1, -0.1], [0.9, -0.5, -0.1], [-0.2, 0.6, 1.5], [0.5, -0.3, 0.4], [0.0, 0.4, 0.4], [-0.6, 3.1, 1.8], [0.2, 0.6, -0.8], [-0.2, -0.4, -0.4], [-0.6, 0.5, 0.4], [-0.2, 0.0, 0.0], [-0.1, -0.4, 0.5], [0.7, 0.1, -0.3], [-0.3, -0.4, 0.0], [0.3, -4.0, 0.0], [-0.3, 0.4, 0.4], [-0.1, -0.1, 0.0], [0.1, 0.4, 0.0], [0.3, 0.2, 0.1], [-0.2, 0.3, 0.1], [0.4, -0.3, 0.1], [-0.2, -0.1, 0.2], [0.1, 0.1, 0.1], [-0.3, -0.2, 0.0], [0.5, 0.1, -0.4], [0.0, 0.4, 0.6], [0.0, -0.1, -0.3], [-0.1, 0.0, 0.0], [-0.8, 0.1, -0.6], [-1.2, -0.2, -0.5], [0.1, -0.6, 0.8], [0.5, 1.4, 0.0], [0.0, 0.4, 0.3], [-1.3, -0.5, -0.1], [-0.3, 0.3, -0.1], [-0.1, 0.2, 0.3], [-0.4, -0.3, -0.1], [-0.1, 0.0, -0.3], [0.5, 0.1, -0.2], [-0.4, 0.6, 0.0], [-0.1, -0.4, -0.2], [-0.3, -0.3, 0.3], [1.1, -0.7, 0.1], [0.2, -0.1, 0.2], [0.0, 0.0, -0.2], [0.3, -0.1, 0.0], [0.6, 0.2, -1.2], [-0.1, 0.1, -0.1], [0.1, 0.2, 0.1], [0.2, 0.4, -0.1], [-0.3, -0.5, 0.1], [-0.1, 0.3, 0.5], [-0.1, -0.1, 0.0], [-0.1, 0.0, -0.1], [0.4, 0.3, -0.2], [0.2, 0.1, 0.4], [0.1, -1.5, -1.0], [-0.1, -0.1, 0.0], [-0.1, -0.3, 0.3], [0.3, 0.5, 0.4], [-0.7, -0.1, -0.6], [0.5, -0.3, -1.0], [0.1, 0.0, 0.2], [0.1, 0.0, -0.3]],
  "mulliken_charge": [-0.58, 0.00, 0.16, -0.43, 0.01, -0.39, 1.21, 0.67, 0.06, 0.84, -0.32, -0.36, -0.71, 1.14, -0.56, 1.06, -0.65, -0.57, -1.66, -0.45, -0.45, -1.47, -0.72, -0.90, -0.96, -0.90, -0.31, -0.55, -1.10, -0.51, 0.07, 0.78, -0.83, -0.32, 0.51, 0.33, 0.40, 0.43, -0.14, 0.60, 0.28, 0.36, 0.34, 0.41, 0.37, 0.34, 0.33, 0.40, 0.45, 0.42, 0.24, 0.38, 0.44, 0.43, 0.35, 0.48, 0.56, 0.33, 0.32, 0.37, 0.29, -0.24, 0.42, 0.50]
}

(4)
{
  "formula": "C9H14O",
  "method": "ωB97M-V/def2-TZVPD",
  "total_energy_ev": -11606.409,
  "homo_ev": -9.0732,
  "relative_energy_kj_mol": 118.5,
  "smiles": "Cc1ccccc1.CCO",
  "elements": ["O", "C", "C", "C", "C", "C", "C", "C", "C", "C", "H", "H", "H", "H", "H", "H", "H", "H", "H", "H", "H", "H", "H", "H"],
  "positions_angstrom": [[-2.506206, 1.922856, 0.684171], [0.126902, -1.326738, -1.013776], [1.796286, -0.728480, 0.676776], [-0.434758, 1.777418, 1.841757], [-0.962269, -2.335244, -1.331446], [2.217374, 0.322540, -0.136887], [-1.252581, 1.241304, 0.628198], [0.814126, -1.550153, 0.176487], [0.535080, -0.215279, -1.748877], [1.552296, 0.640406, -1.308311], [0.197212, 1.013174, 2.214388], [-1.236719, 0.096802, 0.640660], [-0.513240, -3.089799, -1.976848], [-1.155398, 2.233774, 2.549483], [0.607663, -2.397533, 0.849261], [-0.105659, 0.071638, -2.619459], [1.779069, 1.469923, -1.952711], [-1.392523, -2.914842, -0.511110], [0.206395, 2.633098, 1.591427], [2.262650, -0.800707, 1.643535], [3.098396, 0.840549, 0.241617], [-3.056155, 1.411596, 1.291619], [-0.906942, 1.521782, -0.379793], [-1.671001, -1.838086, -2.050161]],
  "forces_ev_per_angstrom": [[-0.8, -1.2, 0.0], [0.6, -0.6, 1.2], [0.2, 1.0, -1.5], [-0.5, 1.1, -1.2], [0.2, 0.9, -2.4], [0.6, 0.4, 0.7], [0.6, 0.3, 0.2], [0.1, -1.0, 1.7], [-1.6, 0.2, -0.6], [-0.3, -1.2, -0.3], [0.5, -0.6, 0.9], [-0.8, 1.5, 0.1], [0.2, -0.2, -0.1], [0.4, -0.8, 0.0], [-0.5, 0.2, -0.6], [0.9, -0.2, 0.6], [0.4, 0.3, 0.1], [-0.1, 0.8, 0.1], [0.0, -0.2, -0.3], [0.0, -0.6, 0.2], [-0.3, 0.5, -0.4], [-0.1, 0.3, -0.1], [0.5, -0.1, 0.7], [0.0, -0.6, 1.1]],
  "mulliken_charge": [-0.56, 0.66, -0.74, -0.95, -1.58, -0.34, 0.19, -0.02, -0.23, -0.51, 0.28, 0.04, 0.41, 0.37, 0.22, 0.24, 0.39, 0.33, 0.22, 0.47, 0.33, 0.33, 0.11, 0.34]
}